A 9-piece molecular cluster, C38H102N19O5P5 overall at a distorted geometry. Source: OMol25; level of theory: the ωB97M-V functional and the def2-TZVPD basis.

Output
- SMILES string = CN(C)P(=O)(N(C)C)N(C)C.CN(C)P(=O)(N(C)C)N(C)C.CN(C)P(=O)(N(C)C)N(C)C.CN(C)P(=O)(N(C)C)N(C)C.CN(C)P(=O)(N(C)C)N(C)C.CC#N.CC#N.CC#N.CC#N
- E_LUMO (eV) = 0.042
- strongest force on any atom (hartree/bohr) = 0.0701
- 2S+1 = 1
- frontier orbital gap (eV) = 7.872
- energy above the lowest of the compared OMol25 structures with the same formula, charge and spin (kcal per mole) = 160.9

XYZ file:
```
169
Properties=species:S:1:pos:R:3:forces:R:3
O 2.941131 4.277429 -7.011028 -0.082 1.062 -0.599
P 2.723681 3.106389 -6.178718 -0.252 -1.486 3.149
N 1.920771 1.897459 -6.964668 1.976 -0.605 -0.706
C 1.697031 1.895259 -8.384838 -0.818 0.118 -0.327
C 1.243241 0.861179 -6.223538 -0.026 0.966 0.848
N 1.802641 3.372549 -4.716418 1.149 1.523 -0.781
C 1.467581 4.794609 -4.396348 0.002 -0.620 -1.359
C 1.703761 2.440249 -3.581198 -0.489 -0.161 -0.372
N 4.108881 2.365129 -5.546978 -1.060 0.838 0.155
C 4.986251 3.106399 -4.630648 -0.183 -0.486 -0.889
C 4.739171 1.322669 -6.305008 0.255 -0.523 0.177
H 2.266511 2.609999 -8.978918 -0.179 0.456 0.611
H 0.622241 2.070829 -8.430578 -0.216 0.185 -1.086
H 1.906091 0.949739 -8.885238 0.059 -0.466 0.421
H 1.799921 0.743979 -5.293768 -0.424 -0.224 0.109
H 1.149411 -0.136251 -6.652998 0.246 0.259 -0.653
H 0.267911 1.311719 -6.039568 -0.519 -0.771 0.525
H 1.489151 5.412549 -5.293998 0.402 -0.316 -0.339
H 0.413401 4.896699 -4.138708 0.140 -0.167 0.920
H 2.206821 5.256369 -3.741818 -0.371 -0.094 0.591
H 2.525431 1.735379 -3.454208 0.163 -0.030 -0.571
H 1.643511 2.885879 -2.588288 -0.093 0.734 -0.239
H 0.775721 1.889669 -3.735158 0.071 -0.328 0.491
H 5.696771 3.654199 -5.249668 0.100 0.566 0.300
H 4.401721 3.747979 -3.971248 0.134 0.062 -0.102
H 5.576731 2.399239 -4.048108 -0.177 -0.065 0.255
H 4.613231 1.402769 -7.384748 -0.067 0.044 -0.011
H 4.325661 0.379839 -5.947008 0.191 -0.439 -0.356
H 5.808871 1.323769 -6.095618 0.051 -0.051 -0.080
O 0.257111 1.825989 5.913932 -0.929 -0.288 -1.680
P -0.889919 1.587759 4.974992 -0.791 -0.179 0.366
N -1.419949 2.946199 4.120402 -0.286 0.021 0.663
C -0.555959 4.133259 3.896622 -0.724 -0.080 -0.911
C -2.811169 3.041629 3.492062 1.584 0.570 1.354
N -2.346849 1.077479 5.746632 -0.716 -0.181 0.667
C -3.013599 1.874989 6.903882 1.117 -0.254 -2.055
C -2.699389 -0.371821 5.907912 0.995 1.104 0.243
N -0.642229 0.425399 3.739222 0.513 -0.853 1.278
C 0.601221 -0.222881 3.349862 0.201 0.898 1.030
C -1.648669 0.200909 2.740882 -0.394 0.287 0.015
H 0.401221 4.292509 4.393172 -0.302 -0.927 0.667
H -1.147159 5.024649 4.106382 0.003 0.127 -0.053
H -0.294929 4.126639 2.838352 -0.016 0.408 -0.221
H -2.853739 4.041699 3.060602 0.003 -0.208 -0.448
H -3.556289 3.061099 4.287362 -0.108 -0.360 -0.016
H -3.020519 2.247449 2.775432 0.037 0.337 0.107
H -4.041019 1.550469 7.068802 0.106 -0.418 -0.265
H -2.458589 1.783399 7.837512 0.140 0.007 -0.095
H -3.091769 2.915579 6.588962 0.298 0.091 0.184
H -3.709869 -0.579631 5.555982 0.012 0.021 -0.084
H -1.964559 -1.006361 5.412452 -0.189 0.039 -0.173
H -2.628219 -0.581001 6.975282 -0.156 -0.328 0.061
H 1.334791 0.012139 4.121052 0.251 -0.155 -0.185
H 0.509551 -1.303581 3.241412 -0.258 -0.119 0.156
H 0.916951 0.184799 2.389542 0.323 0.062 -0.188
H -1.570319 1.047359 2.058612 -0.895 0.132 -0.331
H -2.590569 0.011599 3.255742 -0.448 0.584 -0.551
H -1.504859 -0.677591 2.111872 0.515 -0.225 0.570
O 3.875641 -4.710731 -0.892238 -0.970 -0.130 -0.933
P 3.571161 -4.509351 0.528262 -0.152 -1.130 2.758
N 4.853911 -5.001411 1.517732 0.847 0.948 0.390
C 5.116961 -6.366211 1.898632 -0.979 -1.250 -0.546
C 6.213161 -4.414051 1.480702 -1.117 1.050 -0.803
N 2.259881 -5.401501 1.250372 1.090 0.777 -0.759
C 1.597941 -6.557101 0.682592 1.214 -0.098 -1.166
C 1.994381 -5.297681 2.699752 -0.333 0.548 -1.683
N 3.308001 -2.913421 0.901472 0.133 -0.886 1.369
C 3.485951 -2.236821 2.168542 0.918 -0.116 0.283
C 3.022581 -1.964051 -0.148718 0.315 -1.556 -0.373
H 4.693991 -7.105691 1.218662 -0.969 -0.003 0.128
H 4.796351 -6.528231 2.927732 0.253 -0.434 0.015
H 6.153531 -6.650281 1.717132 0.259 0.452 0.635
H 6.684691 -4.597291 2.446192 0.223 -0.047 -0.243
H 6.215151 -3.340771 1.290522 -0.240 0.131 0.115
H 6.713741 -4.864861 0.623792 0.612 -0.085 0.258
H 1.759141 -6.562341 -0.395408 0.520 -0.180 -0.085
H 2.082511 -7.423761 1.132262 -0.428 -0.599 -0.181
H 0.510871 -6.635041 0.699942 -0.139 0.549 0.946
H 2.326831 -6.153881 3.286692 0.217 -0.152 -0.076
H 2.448401 -4.372301 3.054202 -0.482 -0.246 0.324
H 0.906501 -5.283221 2.633442 -0.139 0.356 1.274
H 4.376151 -1.634891 1.985952 0.064 0.579 0.619
H 2.652881 -1.590861 2.445732 -0.130 -0.034 -0.231
H 3.709871 -2.859981 3.034352 -0.024 -0.288 -0.307
H 1.966311 -2.100691 -0.380508 -0.008 0.853 -0.497
H 3.677781 -2.374211 -0.917198 -0.424 0.978 -0.958
H 3.316441 -0.970921 0.191042 -0.258 0.014 -0.363
O -5.274149 -1.563131 1.475452 -0.569 -0.125 -1.207
P -6.331799 -0.927201 0.641852 -1.250 -0.287 -0.799
N -5.894189 -0.656371 -1.029068 0.023 0.084 1.168
C -6.597619 0.281879 -1.866728 0.139 1.132 0.427
C -5.176749 -1.687601 -1.770048 0.298 -0.893 1.162
N -6.789149 0.610109 1.204802 -0.450 -0.976 -1.496
C -7.902439 0.832359 2.120052 -0.189 0.404 0.784
C -5.786909 1.697299 1.292382 0.166 -1.059 0.595
N -7.811209 -1.846191 0.542082 0.291 0.177 0.226
C -7.981309 -3.305361 0.845202 1.333 1.313 0.159
C -9.034419 -1.264771 -0.056628 1.422 -0.490 -0.277
H -7.483369 -0.015151 -2.428268 0.221 -0.959 -0.418
H -5.805919 0.685769 -2.497738 -0.506 0.315 -0.517
H -7.030739 1.090449 -1.277908 0.469 0.205 0.274
H -5.836039 -2.504771 -2.062748 -0.136 -0.329 0.122
H -4.392459 -2.044911 -1.102728 -0.179 -0.500 0.106
H -4.605949 -1.473901 -2.673718 -0.346 1.255 -0.064
H -8.568069 0.030949 2.440642 0.769 -0.839 -0.485
H -7.475289 1.220029 3.044912 -0.091 0.142 0.212
H -8.647729 1.552619 1.782602 0.340 0.509 -0.501
H -5.333139 1.551729 2.272692 0.009 0.719 0.357
H -4.924959 1.620979 0.629562 -0.448 -0.344 -0.546
H -6.250669 2.676169 1.170642 -0.038 -0.091 0.114
H -8.597709 -3.805011 0.097872 -0.369 0.336 0.104
H -7.019159 -3.811781 0.768352 0.116 0.106 0.275
H -8.347679 -3.402881 1.867142 -0.272 -0.387 -0.137
H -9.286579 -1.858301 -0.935398 -0.144 -0.003 -0.212
H -8.776829 -0.266671 -0.410958 -0.552 0.131 0.292
H -9.892609 -1.321521 0.612992 0.051 0.395 0.201
O 3.299881 5.315009 3.024362 -0.065 -1.569 -1.785
P 3.434021 4.239739 1.965352 2.569 0.180 0.327
N 2.216431 4.091549 0.849492 0.243 -1.338 0.151
C 1.593361 5.272599 0.288472 -0.216 -0.102 0.546
C 1.416571 2.836039 0.718672 0.516 1.017 0.113
N 3.684731 2.681229 2.604722 -1.190 0.480 1.088
C 4.648221 1.639609 2.125732 -0.428 2.188 1.097
C 3.006251 2.514849 4.000082 1.393 0.426 -1.687
N 4.851571 4.540409 0.954492 -1.621 -0.302 2.281
C 5.018361 3.842549 -0.298238 -1.818 0.338 -0.093
C 5.538341 5.791849 1.159882 2.221 -0.330 1.200
H 1.434041 5.084239 -0.773238 -0.165 0.433 -0.064
H 2.142541 6.192169 0.490662 0.539 -0.248 -0.320
H 0.663401 5.468209 0.822342 -0.547 -0.133 -0.296
H 0.580501 2.976099 1.403852 -0.415 -0.688 -0.216
H 1.990691 1.938349 0.948082 0.062 0.322 0.411
H 1.104571 2.660769 -0.310898 -0.256 0.474 0.017
H 4.865041 1.001279 2.982252 -0.253 -0.378 -0.310
H 4.290981 1.133069 1.229132 0.071 -0.289 0.144
H 5.569021 2.194459 1.945842 0.218 -0.351 -0.489
H 3.077521 1.463699 4.279552 -0.448 0.112 -0.138
H 3.550821 3.099609 4.741432 0.073 0.011 -0.027
H 1.999571 2.931049 3.961872 -0.007 -0.568 0.029
H 4.126701 4.152759 -0.843038 0.460 0.412 -1.498
H 5.996941 4.023669 -0.742848 -0.303 0.074 -0.136
H 4.782181 2.778659 -0.276868 0.692 -0.279 0.671
H 6.357191 5.870279 0.444742 -0.488 0.435 -0.636
H 6.155241 5.707909 2.054582 0.080 -0.241 0.559
H 5.061191 6.740089 1.407422 -0.933 -0.179 -0.975
C -3.701339 -4.543111 0.547862 -0.734 0.507 -0.821
C -3.070069 -4.194781 1.788932 1.897 0.169 0.394
N -2.402909 -3.958371 2.698972 -0.621 -0.022 -0.199
H -3.602529 -5.604271 0.319212 -0.621 -0.034 0.401
H -3.293859 -4.072991 -0.347148 0.683 0.324 0.427
H -4.685749 -4.079801 0.614022 -0.521 -0.800 -0.135
C 0.784821 -4.883291 -3.157628 0.718 -1.242 0.391
C -0.116179 -4.815871 -2.048878 -0.838 1.518 0.917
N -0.816689 -4.747811 -1.139518 0.009 -0.183 -0.173
H 0.221771 -5.376311 -3.950088 0.587 0.185 -0.392
H 1.510741 -5.554531 -2.698738 0.458 -0.588 -0.697
H 1.420161 -4.035901 -3.415288 -0.823 0.392 0.005
C -1.603579 -2.403491 -6.276528 -0.437 -1.109 -0.062
C -1.685039 -1.769241 -4.990108 0.497 0.076 -1.208
N -1.830489 -1.250701 -3.993128 -0.194 0.755 1.787
H -2.479949 -2.097151 -6.847698 0.305 0.072 -0.305
H -1.741489 -3.458141 -6.038228 -0.015 -0.251 -0.354
H -0.659559 -2.325871 -6.815888 -0.167 0.448 0.159
C -1.499869 -1.153181 -0.640518 1.117 -0.298 1.180
C -0.361769 -0.252391 -0.983018 1.463 1.516 -0.925
N 0.581971 0.399939 -1.257138 -2.863 -2.008 0.875
H -1.302949 -1.468821 0.384032 0.400 -0.260 0.107
H -1.433649 -2.082991 -1.205468 -0.291 0.323 -0.348
H -2.507619 -0.769761 -0.480688 0.151 0.566 -0.998
```
Forces are in eV/Å.